No. 1
The following is a quantum chemistry calculation of a 20-piece molecular cluster, C31H100BF4N14O31 overall in a non-equilibrium geometry, from the OMol25 dataset.

Structure (XYZ):
```
181
Properties=species:S:1:pos:R:3
B 0.71 -1.17 0.48
F 0.37 -2.48 0.52
F -0.36 -0.31 0.07
F 1.11 -0.59 1.74
F 1.69 -0.91 -0.48
C -0.62 -4.08 3.54
O -1.44 -4.97 3.55
N 0.71 -4.17 3.91
N -0.98 -2.82 3.16
H 1.32 -3.34 3.88
H 1.20 -5.02 3.94
H -0.25 -2.23 2.80
H -1.81 -2.90 2.59
C -2.37 7.00 2.33
O -3.15 7.94 2.20
N -2.12 6.31 3.49
N -1.84 6.39 1.20
H -1.73 5.36 3.36
H -2.75 6.48 4.27
H -0.97 5.89 1.24
H -1.79 6.99 0.41
C 2.38 2.03 -5.21
O 1.71 2.49 -6.12
N 2.68 0.68 -5.09
N 2.89 2.81 -4.19
H 2.91 0.41 -4.12
H 2.09 0.02 -5.58
H 3.76 2.61 -3.69
H 2.85 3.72 -4.63
C 4.14 -5.43 2.00
O 3.49 -6.23 2.65
N 5.57 -5.42 2.08
N 3.57 -4.54 1.16
H 5.87 -6.07 2.81
H 5.94 -4.51 2.23
H 4.05 -4.01 0.47
H 2.58 -4.46 1.14
C -0.12 2.69 2.25
O -0.25 3.97 2.20
N 1.10 2.16 2.47
N -1.23 1.96 2.12
H 1.88 2.76 2.63
H 1.33 1.22 2.21
H -1.19 0.95 2.06
H -1.85 2.29 1.38
C 4.86 -1.62 2.27
O 5.70 -1.71 1.35
N 5.10 -1.98 3.58
N 3.53 -1.29 2.16
H 4.40 -2.26 4.23
H 6.05 -1.93 3.89
H 2.97 -1.36 3.02
H 3.16 -1.42 1.30
C 2.10 -0.81 5.52
O 2.49 -1.79 4.84
N 1.17 -0.97 6.47
N 2.62 0.47 5.38
H 0.74 -0.18 6.85
H 0.63 -1.82 6.51
H 3.41 0.45 4.84
H 2.06 1.31 5.51
C 2.90 5.09 5.47
C 1.84 5.70 4.64
O 0.67 4.98 4.71
O 3.15 3.74 5.15
H 2.57 5.13 6.53
H 3.85 5.66 5.50
H 2.09 5.61 3.53
H 1.63 6.76 4.86
H 0.49 4.50 3.86
H 3.49 3.74 4.26
C 5.20 2.59 2.06
C 5.35 1.60 0.98
O 4.93 2.09 -0.26
O 3.92 3.05 2.20
H 5.85 3.47 1.81
H 5.65 2.25 3.11
H 4.75 0.66 1.22
H 6.41 1.28 0.92
H 4.01 1.88 -0.40
H 3.48 3.27 1.32
C -2.27 -3.19 -4.40
C -1.05 -3.52 -5.35
O 0.05 -3.89 -4.56
O -1.81 -2.41 -3.31
H -2.72 -4.07 -3.98
H -3.00 -2.62 -4.99
H -0.90 -2.60 -5.96
H -1.33 -4.39 -6.05
H 0.07 -3.34 -3.76
H -2.60 -2.29 -2.67
C 0.38 -5.82 -1.94
C -1.05 -5.38 -1.67
O -2.04 -6.39 -1.87
O 0.78 -6.26 -3.27
H 0.71 -6.64 -1.25
H 1.00 -4.98 -1.68
H -1.28 -4.51 -2.34
H -1.12 -5.10 -0.58
H -1.76 -6.91 -2.66
H 0.57 -5.53 -3.87
C -4.81 -1.37 -1.43
C -3.69 -0.55 -0.83
O -2.78 -1.36 -0.16
O -4.31 -2.33 -2.33
H -5.50 -0.79 -2.03
H -5.45 -1.79 -0.59
H -4.21 0.17 -0.26
H -3.23 -0.03 -1.69
H -1.89 -0.98 -0.14
H -4.44 -3.19 -1.91
C 1.50 3.86 -1.04
C 1.16 2.39 -1.36
O 2.33 1.65 -1.51
O 2.03 4.10 0.27
H 0.59 4.51 -1.22
H 2.34 4.05 -1.75
H 0.57 2.52 -2.28
H 0.57 2.00 -0.48
H 2.15 0.71 -1.28
H 1.27 3.99 0.87
C 3.67 -2.79 -3.28
C 4.64 -2.43 -2.22
O 4.12 -2.48 -0.91
O 2.59 -1.85 -3.34
H 3.13 -3.78 -3.17
H 4.20 -2.82 -4.31
H 4.95 -1.46 -2.56
H 5.51 -3.07 -2.40
H 4.65 -1.96 -0.30
H 2.31 -1.69 -2.39
C -4.63 2.89 -0.49
C -5.06 4.19 0.27
O -4.75 5.45 -0.39
O -3.25 2.63 -0.13
H -4.80 3.12 -1.56
H -5.39 2.20 -0.08
H -4.62 4.11 1.27
H -6.14 4.27 0.55
H -4.20 5.91 0.23
H -2.81 2.78 -0.95
C -3.89 -0.84 3.48
C -4.83 -0.43 2.37
O -5.16 0.92 2.42
O -2.72 -0.05 3.33
H -3.76 -1.93 3.35
H -4.23 -0.65 4.52
H -5.79 -0.95 2.57
H -4.34 -0.77 1.40
H -4.31 1.40 2.30
H -2.08 -0.32 4.04
C -2.31 4.98 -3.57
C -2.13 3.45 -3.87
O -1.99 2.56 -2.76
O -3.65 5.42 -3.53
H -1.82 5.48 -4.37
H -1.77 5.32 -2.70
H -1.29 3.23 -4.57
H -3.00 3.18 -4.42
H -2.30 1.69 -3.06
H -4.02 5.37 -2.63
C -3.41 -5.01 1.19
C -4.56 -5.16 0.21
O -4.09 -4.75 -1.08
O -2.99 -3.67 1.20
H -2.52 -5.65 0.93
H -3.73 -5.24 2.22
H -5.40 -4.52 0.57
H -4.93 -6.21 0.31
H -3.53 -5.49 -1.42
H -3.04 -3.12 0.37
C -1.25 0.66 -6.39
C -0.82 0.42 -4.97
O -1.96 0.10 -4.18
O -0.21 1.00 -7.22
H -2.02 1.45 -6.45
H -1.67 -0.29 -6.72
H -0.31 1.31 -4.60
H -0.07 -0.34 -4.81
H -1.79 -0.76 -3.70
H 0.41 1.67 -6.90
```

The value obtained for the LUMO energy is 1.8 eV. The net charge is -1. The spin multiplicity is 1. As for the total energy: -129662.9559 eV. The orbital gap is 9.48 eV.

Here are the Löwdin charges for atoms 1 to 8, given in e: number 1, B, carries -1.246; number 2, F, carries 0.204; number 3, F, carries 0.093; number 4, F, carries 0.061; number 5, F, carries 0.128; number 6, C, carries -0.666; number 7, O, carries 0.033; number 8, N, carries 0.172

No. 2
The following is a quantum chemistry calculation of CH4N2O2 as an isolated structure in a non-equilibrium geometry, from the OMol25 dataset.

Structure (XYZ):
```
9
Properties=species:S:1:pos:R:3
C 0.09 0.49 -0.01
N 1.26 -0.34 -0.10
N -1.24 -0.16 0.09
O -1.36 -1.15 -0.59
O -2.15 0.36 0.72
H 0.18 1.10 0.90
H -0.15 1.36 -1.03
H 1.95 -0.51 0.69
H 1.42 -1.16 -0.67
```

The value obtained for the LUMO energy is 0.1 eV. The spin multiplicity is 1. As for the total energy: -8173.0028 eV. The orbital gap is 10.19 eV. For the energy relative to the best compared isomer or geometry (same formula, charge and spin), the calculation gives 84.92 kcal/mol.

Here are the Löwdin charges for atoms 1 to 8, given in e: number 1, C, carries -0.203; number 2, N, carries 0.007; number 3, N, carries -0.442; number 4, O, carries 0.064; number 5, O, carries 0.059; number 6, H, carries 0.112; number 7, H, carries 0.221; number 8, H, carries 0.113